C61H74NO5PtSeTe | ωB97M-V/def2-TZVPD

Computed properties:
E_tot   -152071.5194 eV
Frontier orbital gap (alpha / beta)   6.92 / 7.02 eV
2S+1   2
Highest occupied orbital energy (alpha / beta)   -6.85 / -7.14 eV

```
144
Properties=species:S:1:pos:R:3:forces:R:3:lowdin_spin:R:1
Pt 0.608 -0.183 -0.934 0.529 0.447 0.398 0.599
C 5.597 -4.330 2.593 -0.006 0.019 -0.004 0.000
C 4.183 -4.594 3.110 -0.014 0.017 0.006 0.000
C 3.891 -6.093 2.962 0.005 0.004 0.003 0.000
C 4.135 -4.211 4.596 0.013 -0.020 -0.002 0.000
C 3.136 -3.790 2.342 0.069 0.004 -0.014 0.001
C 3.454 -2.875 1.358 0.019 0.006 0.028 0.003
C 2.448 -2.192 0.683 -0.021 0.032 0.038 0.005
Se 2.954 -0.843 -0.588 -0.201 -0.134 -0.019 0.088
C 3.203 0.626 0.613 0.021 -0.050 0.049 0.007
C 4.495 0.978 0.967 0.027 0.000 -0.021 0.004
C 4.704 1.990 1.888 0.019 0.006 -0.028 0.000
C 3.563 2.603 2.400 0.011 0.011 0.001 0.002
C 2.253 2.279 2.067 -0.059 -0.034 -0.017 -0.001
C 2.054 1.230 1.135 -0.002 -0.088 0.031 0.003
O 0.837 0.800 0.800 0.049 0.041 -0.236 -0.008
C 1.150 3.091 2.765 0.010 0.014 -0.014 0.000
C -0.274 2.723 2.357 -0.054 -0.045 -0.066 0.000
C 1.349 4.581 2.446 0.009 0.008 0.001 0.000
C 1.260 2.872 4.281 -0.007 0.035 0.023 0.000
C 6.090 2.453 2.333 -0.003 -0.003 0.007 0.000
C 6.199 2.368 3.862 0.002 -0.008 -0.006 0.000
C 6.306 3.906 1.888 0.014 0.002 0.016 0.000
C 7.198 1.591 1.728 -0.011 0.004 -0.014 0.000
C 1.083 -2.413 0.923 -0.038 -0.153 -0.227 0.010
O 0.132 -1.933 0.153 -0.113 0.061 0.163 0.137
C 0.753 -3.254 2.025 0.038 -0.058 -0.071 0.005
C 1.778 -3.934 2.656 -0.036 0.123 0.117 0.001
C -0.707 -3.411 2.453 0.002 -0.059 -0.043 0.000
C -1.360 -2.036 2.663 0.064 0.043 0.094 0.000
C -1.471 -4.193 1.374 -0.058 0.049 -0.025 0.001
C -0.828 -4.169 3.779 -0.025 -0.062 -0.043 0.000
H 6.309 -4.956 3.134 -0.002 0.003 0.006 0.000
H 5.891 -3.288 2.742 -0.004 0.003 -0.011 0.000
H 5.685 -4.564 1.530 0.007 -0.009 0.001 0.000
H 4.650 -6.681 3.483 -0.007 -0.001 0.009 0.000
H 3.891 -6.383 1.910 0.011 -0.003 -0.001 0.000
H 2.918 -6.355 3.382 -0.005 -0.001 -0.009 0.000
H 4.900 -4.756 5.156 -0.008 -0.005 0.002 0.000
H 3.165 -4.447 5.037 -0.004 0.009 0.000 0.000
H 4.310 -3.142 4.723 0.009 -0.001 0.001 0.000
H 4.484 -2.669 1.098 0.003 -0.003 0.006 0.002
H 5.323 0.449 0.512 -0.005 -0.005 0.007 0.001
H 3.705 3.404 3.116 0.003 -0.004 -0.010 0.000
H -0.436 2.814 1.284 -0.015 0.016 0.022 0.000
H -0.968 3.395 2.872 0.003 -0.019 0.018 0.000
H -0.505 1.698 2.637 -0.025 -0.023 -0.020 0.000
H 1.344 4.745 1.366 -0.014 0.004 0.001 0.000
H 2.291 4.967 2.838 0.006 0.003 -0.015 0.000
H 0.539 5.168 2.886 0.007 0.003 0.012 0.000
H 1.156 1.813 4.522 -0.005 0.002 -0.001 0.000
H 0.467 3.421 4.796 0.008 0.006 0.005 0.000
H 2.218 3.216 4.676 -0.009 -0.011 0.006 0.000
H 5.477 3.020 4.356 -0.007 -0.005 0.000 0.000
H 7.197 2.671 4.186 -0.001 0.006 0.003 0.000
H 6.020 1.348 4.205 0.008 -0.003 0.001 0.000
H 5.561 4.570 2.329 -0.001 0.001 -0.003 0.000
H 6.232 3.991 0.803 0.004 0.000 0.000 0.000
H 7.295 4.256 2.196 -0.003 0.002 0.000 0.000
H 7.074 0.538 1.991 0.008 0.001 0.008 0.000
H 8.166 1.919 2.110 0.003 0.009 -0.009 0.000
H 7.225 1.675 0.640 -0.008 -0.015 0.000 0.000
H 1.520 -4.603 3.467 -0.001 -0.010 -0.014 0.000
H -1.396 -1.459 1.744 0.034 0.004 -0.035 0.000
H -0.800 -1.461 3.406 -0.011 -0.009 0.006 0.000
H -2.380 -2.169 3.034 -0.023 -0.003 -0.015 0.000
H -1.417 -3.672 0.418 -0.009 -0.016 0.019 0.001
H -2.524 -4.297 1.655 -0.001 -0.006 0.016 0.000
H -1.044 -5.191 1.252 -0.006 -0.010 0.005 0.000
H -0.212 -3.714 4.558 -0.032 0.014 0.021 0.000
H -0.547 -5.220 3.683 0.042 0.010 -0.002 0.000
H -1.868 -4.140 4.112 -0.003 -0.016 -0.007 0.000
C 0.649 2.281 -5.422 0.054 0.048 0.017 0.000
C 0.284 1.007 -4.696 -0.426 0.204 0.026 0.000
O -0.852 0.908 -4.248 -0.074 -0.242 0.012 0.000
C 1.291 -0.058 -4.591 0.122 -0.225 0.132 0.001
C 2.359 -0.059 -5.503 -0.067 0.034 0.001 0.000
C 3.308 -1.055 -5.523 0.039 -0.098 0.018 0.000
C 3.211 -2.096 -4.599 0.047 0.049 -0.063 0.000
C 2.194 -2.107 -3.674 -0.101 0.004 0.032 0.000
C 1.217 -1.094 -3.627 0.276 -0.077 -0.091 0.002
O 0.287 -1.183 -2.686 -0.340 0.299 0.142 -0.006
H -0.143 3.008 -5.262 -0.013 -0.006 0.017 0.000
H 0.747 2.094 -6.493 -0.006 0.016 0.003 0.000
H 1.598 2.678 -5.059 0.007 0.002 -0.007 0.000
H 2.431 0.739 -6.231 -0.003 -0.006 0.021 0.000
H 4.109 -1.032 -6.249 0.007 -0.005 0.002 0.000
H 3.944 -2.893 -4.600 0.002 -0.006 -0.004 0.000
H 2.110 -2.901 -2.940 0.002 0.006 0.005 0.000
C -7.386 1.673 -5.562 0.009 0.002 0.009 0.000
C -6.207 1.297 -4.708 0.016 -0.013 -0.016 0.000
C -6.014 1.863 -3.456 0.030 0.053 0.018 0.000
C -4.942 1.512 -2.646 -0.146 -0.050 0.191 0.000
C -4.841 2.142 -1.287 -0.100 -0.015 -0.070 0.000
C -4.021 0.569 -3.114 0.016 -0.546 -0.138 0.000
Te -2.455 -0.331 -1.966 0.046 0.717 0.226 -0.001
N -1.297 1.046 -1.133 0.369 -0.655 -0.713 0.044
C -0.617 2.039 -1.795 -0.167 0.339 0.089 0.011
O 0.611 1.955 -1.937 -0.226 -0.005 0.174 0.076
C -1.280 3.345 -2.112 -0.022 -0.094 -0.035 0.000
C -2.357 3.458 -2.983 0.108 0.089 -0.060 0.004
C -2.926 4.701 -3.222 0.003 -0.021 -0.003 0.000
C -2.434 5.830 -2.584 -0.022 0.008 -0.004 0.004
C -1.356 5.720 -1.717 0.018 -0.005 0.017 0.000
C -0.771 4.484 -1.490 -0.001 -0.040 0.010 0.004
C -3.602 -0.885 -0.254 -0.095 0.137 -0.034 0.000
C -3.865 -0.163 0.918 0.007 -0.020 0.041 0.000
C -3.288 1.172 1.298 0.078 -0.015 -0.014 0.000
C -4.695 -0.749 1.873 0.005 -0.066 -0.043 0.000
C -5.251 -2.007 1.716 0.018 0.008 0.022 0.000
C -6.093 -2.618 2.799 -0.011 -0.005 -0.001 0.000
C -4.965 -2.705 0.552 0.025 -0.020 0.025 0.000
C -4.146 -2.169 -0.429 0.036 -0.068 -0.222 0.000
C -3.878 -2.994 -1.669 -0.099 0.011 0.008 0.000
C -4.182 -0.017 -4.385 -0.089 0.036 -0.043 0.000
C -3.260 -1.020 -5.049 -0.010 0.069 0.057 0.000
C -5.282 0.365 -5.150 0.028 0.051 -0.005 0.000
H -7.971 2.466 -5.100 0.000 0.001 -0.001 0.000
H -8.041 0.814 -5.715 0.003 0.001 0.000 0.000
H -7.061 2.015 -6.546 0.000 0.000 -0.003 0.000
H -6.723 2.596 -3.087 0.005 0.011 -0.003 0.000
H -5.368 3.095 -1.272 -0.005 0.008 -0.004 0.000
H -3.810 2.329 -1.011 0.035 0.050 -0.060 0.000
H -5.286 1.495 -0.526 0.026 0.025 -0.071 0.000
H -2.726 2.587 -3.503 0.046 0.022 -0.020 0.000
H -3.757 4.785 -3.912 0.008 -0.012 0.001 0.000
H -2.886 6.797 -2.768 0.002 0.001 0.003 0.000
H -0.966 6.599 -1.220 0.006 -0.001 0.000 0.000
H 0.081 4.388 -0.829 -0.002 0.004 -0.006 0.000
H -2.868 1.724 0.471 0.116 -0.030 0.034 0.000
H -2.479 1.016 2.008 0.095 -0.044 0.096 0.000
H -4.050 1.778 1.790 0.008 0.011 -0.016 0.000
H -4.893 -0.194 2.784 -0.005 0.015 -0.004 0.000
H -6.728 -1.871 3.276 0.001 0.001 0.002 0.000
H -5.458 -3.054 3.575 0.001 0.003 -0.006 0.000
H -6.728 -3.412 2.407 -0.002 0.004 0.002 0.000
H -5.380 -3.696 0.406 0.009 0.002 -0.004 0.000
H -4.300 -3.990 -1.553 -0.032 0.004 -0.017 0.000
H -2.809 -3.114 -1.854 0.016 -0.059 0.009 0.000
H -4.331 -2.547 -2.564 0.034 -0.046 0.070 0.000
H -2.526 -1.487 -4.401 0.045 0.007 0.069 0.000
H -2.702 -0.520 -5.841 0.044 0.016 0.007 0.000
H -3.855 -1.809 -5.510 0.005 0.004 0.019 0.000
H -5.408 -0.084 -6.130 -0.003 -0.004 0.002 0.000
```
Positions in Å, forces in eV/Å.